Formula: C12H30N2NaO8P
Source: the Open Molecules 2025 dataset
Level of theory: ωB97M-V/def2-TZVPD

Atoms and positions in Å:
Na  42.69  -4.30  3.47
P  41.42  -3.22  5.70
O  40.03  -2.94  5.12
O  42.47  -2.44  4.76
O  41.75  -4.77  5.69
O  41.45  -2.56  7.15
C  41.55  -8.25  1.00
O  41.06  -7.27  1.81
C  40.04  -6.51  1.25
C  39.58  -5.51  2.34
N  40.43  -4.31  2.51
C  40.35  -3.31  1.44
C  41.50  -2.28  1.59
O  42.74  -2.94  1.47
C  43.80  -2.01  1.45
H  41.88  -7.79  0.06
H  40.84  -9.02  0.71
H  42.37  -8.58  1.63
H  39.26  -7.15  0.83
H  40.36  -5.92  0.40
H  39.35  -6.01  3.28
H  38.60  -5.11  2.10
H  40.17  -3.74  3.31
H  39.34  -2.90  1.49
H  40.56  -3.77  0.47
H  41.41  -1.61  2.44
H  41.36  -1.64  0.72
H  43.73  -1.23  2.22
H  43.78  -1.34  0.59
H  44.78  -2.48  1.42
C  49.28  -3.98  1.12
O  48.98  -4.36  2.49
C  49.32  -3.35  3.49
C  48.12  -3.29  4.46
N  46.83  -3.05  3.81
C  45.69  -3.26  4.71
C  45.42  -4.72  4.91
O  45.28  -5.49  3.72
C  44.88  -6.79  3.97
H  50.26  -3.55  0.93
H  48.54  -3.39  0.57
H  49.29  -4.91  0.55
H  49.49  -2.34  3.12
H  50.25  -3.55  4.01
H  48.18  -2.46  5.16
H  48.05  -4.24  5.00
H  46.80  -3.64  2.98
H  44.88  -2.83  4.13
H  45.79  -2.75  5.67
H  44.41  -4.76  5.32
H  46.17  -5.13  5.58
H  43.80  -6.90  4.07
H  45.36  -7.20  4.86
H  45.30  -7.45  3.22

Computed properties:
<S²> = 0.761
Kohn-Sham gap (alpha / beta) = 6.3 / 6.0 eV
Total charge = -1
Multiplicity = 2

Mulliken atomic charge list, values in e, 8 entries:
1 Na 0.72
2 P 0.77
3 O -0.75
4 O -0.60
5 O -0.73
6 O -0.51
7 C -0.83
8 O -0.18

=====

Formula: C7H50N6O20S
Source: the Open Molecules 2025 dataset
Level of theory: ωB97M-V/def2-TZVPD

Atoms and positions in Å:
N  -0.89  -1.31  3.06
N  0.72  1.96  -1.08
N  -0.44  0.56  -2.57
S  0.77  1.82  1.41
C  -0.22  -0.63  2.15
C  0.30  1.59  -2.30
C  0.26  1.20  -0.10
C  -0.78  -0.28  -1.58
C  -0.34  -0.06  -0.28
N  -0.56  -1.42  4.41
N  0.77  2.30  -3.30
N  -0.67  -0.88  0.85
C  0.89  0.31  2.43
C  -1.56  -1.43  -2.02
H  -1.00  -2.19  5.00
H  0.26  -0.93  4.78
H  1.67  2.77  -3.10
H  0.74  1.71  -4.14
H  -1.65  -1.22  0.96
H  1.89  -0.22  2.24
H  0.97  0.67  3.49
H  -2.60  -1.20  -2.13
H  -1.20  -1.78  -3.02
H  -1.42  -2.28  -1.42
O  1.96  3.11  5.37
H  1.98  3.25  4.37
H  1.12  3.53  5.73
O  -3.73  -1.47  1.04
H  -3.64  -0.70  0.39
H  -4.44  -1.23  1.73
O  0.88  -3.92  -0.71
H  1.46  -3.09  -0.69
H  0.77  -4.20  -1.68
O  2.18  -1.26  5.19
H  2.93  -1.47  5.84
H  1.89  -2.13  4.76
O  1.24  -4.18  5.07
H  2.09  -4.72  4.97
H  0.46  -4.76  4.78
O  0.66  1.19  -6.23
H  0.51  1.42  -7.20
H  1.64  1.37  -6.02
O  -4.46  -3.94  -2.63
H  -5.47  -3.92  -2.60
H  -4.13  -4.29  -1.74
O  -3.14  1.23  -2.92
H  -3.61  0.89  -3.75
H  -2.14  1.22  -3.09
O  2.97  4.25  -3.93
H  3.98  4.31  -3.98
H  2.59  5.19  -3.93
O  3.06  3.38  0.06
H  3.12  4.39  0.05
H  2.17  3.11  -0.32
O  -2.50  -4.33  -4.34
H  -3.16  -4.23  -3.58
H  -1.74  -4.92  -4.03
O  2.70  -3.10  2.47
H  1.88  -2.66  2.08
H  2.68  -4.08  2.24
O  1.05  0.78  6.40
H  1.16  1.67  5.95
H  1.60  0.10  5.89
O  -3.18  0.19  4.04
H  -4.00  -0.34  3.77
H  -2.36  -0.36  3.80
O  -3.41  0.92  -0.21
H  -3.20  1.84  0.14
H  -3.38  0.96  -1.22
O  3.04  1.76  -5.39
H  2.98  2.68  -4.97
H  3.89  1.32  -5.06
O  -0.09  5.02  -3.84
H  0.07  4.03  -3.93
H  -0.93  5.26  -4.35
O  -0.41  -4.45  2.08
H  -0.59  -3.68  2.71
H  -0.26  -4.07  1.16
O  -1.99  3.30  0.56
H  -1.98  3.17  1.56
H  -1.04  3.30  0.23
O  4.01  1.48  -2.32
H  3.61  1.92  -1.50
H  4.75  0.87  -2.03

Computed properties:
Kohn-Sham gap = 7.3 eV
Total charge = 0

Mulliken atomic charge list, values in e, 8 entries:
1 N -0.90
2 N -0.32
3 N -0.87
4 S -0.17
5 C 0.40
6 C -0.03
7 C 0.95
8 C 0.75

=====

Formula: C32H35Br6F3O9
Source: the Open Molecules 2025 dataset
Level of theory: ωB97M-V/def2-TZVPD

Atoms and positions in Å:
C  1.68  -6.56  -22.35
C  0.44  -6.53  -21.44
C  -0.68  -7.42  -21.83
O  -0.83  -8.26  -20.71
C  0.02  -7.89  -19.72
O  0.02  -8.32  -18.56
O  0.83  -6.97  -20.19
H  1.56  -5.87  -23.19
H  1.91  -7.45  -22.94
H  2.72  -6.41  -22.05
H  -0.02  -5.55  -21.57
H  -0.64  -7.98  -22.76
H  -1.64  -6.91  -21.79
C  -2.35  -0.91  -25.49
C  -1.52  -2.00  -26.36
C  -0.21  -2.45  -25.71
O  -0.36  -3.79  -25.55
C  -1.55  -4.20  -25.92
O  -2.05  -5.25  -25.73
O  -2.18  -3.24  -26.57
H  -3.20  -0.66  -26.12
H  -1.72  -0.02  -25.41
H  -2.58  -1.32  -24.51
H  -1.38  -1.60  -27.36
H  -0.22  -1.93  -24.76
H  0.64  -2.20  -26.34
C  -0.51  -4.50  -32.64
C  -0.88  -3.91  -31.27
C  -1.60  -4.83  -30.28
O  -0.77  -4.66  -29.20
C  0.33  -3.99  -29.47
O  1.27  -3.71  -28.73
O  0.26  -3.58  -30.62
H  0.19  -3.92  -33.24
H  -1.48  -4.70  -33.10
H  -0.07  -5.48  -32.44
H  -1.44  -3.02  -31.55
H  -1.63  -5.90  -30.47
H  -2.52  -4.44  -29.83
F  5.45  -2.28  -23.85
C  4.53  -2.42  -22.87
C  3.17  -2.42  -23.14
C  2.24  -2.61  -22.20
C  2.61  -2.43  -20.93
C  3.98  -2.27  -20.57
C  4.95  -2.30  -21.51
H  2.94  -2.32  -24.19
H  1.19  -2.82  -22.34
H  1.85  -2.47  -20.17
H  4.14  -2.19  -19.51
H  6.00  -2.37  -21.30
F  7.50  -4.92  -18.89
C  7.09  -5.20  -20.17
C  6.09  -6.16  -20.47
C  5.78  -6.44  -21.79
C  6.49  -5.84  -22.83
C  7.46  -4.83  -22.56
C  7.78  -4.52  -21.21
H  5.57  -6.69  -19.69
H  5.05  -7.21  -22.00
H  6.09  -6.04  -23.82
H  7.89  -4.24  -23.36
H  8.63  -3.88  -21.04
F  4.99  1.38  -27.09
C  6.01  0.49  -27.22
C  7.15  0.87  -27.95
C  8.14  0.02  -28.12
C  8.16  -1.27  -27.55
C  7.05  -1.63  -26.78
C  5.94  -0.76  -26.67
H  7.15  1.83  -28.46
H  9.07  0.20  -28.65
H  8.90  -2.03  -27.79
H  6.98  -2.62  -26.35
H  5.06  -1.27  -26.31
C  3.82  -4.27  -31.00
Br  3.40  -3.58  -32.75
Br  4.84  -3.08  -29.76
Br  4.71  -6.01  -31.32
H  2.86  -4.57  -30.58
C  3.15  -5.64  -26.81
Br  4.43  -7.01  -26.00
Br  3.76  -3.82  -26.23
Br  1.33  -6.09  -26.13
H  3.14  -5.70  -27.90

Computed properties:
Kohn-Sham gap = 8.6 eV
Total charge = 0

Mulliken atomic charge list, values in e, 8 entries:
1 C -1.07
2 C 0.94
3 C -0.48
4 O -0.37
5 C 0.57
6 O -0.60
7 O -0.38
8 H 0.05

=====

Formula: C18H25N3O5S
Source: the Open Molecules 2025 dataset
Level of theory: ωB97M-V/def2-TZVPD

Atoms and positions in Å:
C  -6.55  -1.61  -0.02
H  -7.62  -1.45  -0.17
H  -6.30  -2.61  -0.34
H  -6.32  -1.51  1.04
C  -5.77  -0.55  -0.80
N  -4.34  -0.57  -0.57
S  -3.82  -0.28  0.98
O  -4.82  0.53  1.62
O  -3.37  -1.47  1.65
C  -2.40  0.76  0.65
C  -1.12  0.28  0.74
C  -0.03  1.11  0.46
C  -0.25  2.45  0.11
C  -1.57  2.92  0.03
C  -2.63  2.09  0.30
H  -3.65  2.44  0.25
H  -1.77  3.95  -0.23
N  0.82  3.27  -0.15
C  2.07  2.77  -0.06
C  2.38  1.49  0.27
C  1.33  0.53  0.55
O  1.50  -0.65  0.83
C  3.84  1.16  0.31
O  4.68  2.00  0.01
N  4.12  -0.09  0.70
C  5.46  -0.62  0.73
C  5.65  -1.70  -0.35
O  6.96  -2.20  -0.44
C  7.35  -3.03  0.62
H  8.30  -3.47  0.33
H  6.62  -3.83  0.79
H  7.49  -2.48  1.56
H  5.44  -1.26  -1.33
H  4.94  -2.52  -0.17
H  5.66  -1.04  1.72
H  6.15  0.21  0.54
H  3.34  -0.72  0.87
H  2.89  3.45  -0.26
C  0.63  4.66  -0.51
H  0.05  4.73  -1.43
H  0.11  5.19  0.28
H  1.60  5.12  -0.67
H  -0.94  -0.75  1.03
C  -3.48  -1.42  -1.37
C  -3.59  -2.92  -1.09
H  -4.53  -3.32  -1.45
H  -2.78  -3.44  -1.59
H  -3.51  -3.09  -0.02
H  -3.70  -1.22  -2.42
H  -2.46  -1.09  -1.16
H  -6.11  0.44  -0.48
H  -5.94  -0.65  -1.87

Computed properties:
Kohn-Sham gap = 8.7 eV
Total charge = 0
SMILES string = CCN(CC)S(=O)(=O)c1ccc2c(c1)c(=O)c(C(=O)NCCOC)cn2C

Mulliken atomic charge list, values in e, 8 entries:
1 C -0.99
2 H 0.40
3 H 0.23
4 H 0.33
5 C -0.56
6 N 0.19
7 S 1.38
8 O -0.73